[1]
Computed, not measured: a molecular structure, C28H19Cl2FIN3O4Pd at a distorted geometry, with ωB97M-V with the def2-TZVPD basis set.

Properties
Orbital gap (eV): 6.11
LUMO level (eV): 4.227
E_HOMO (eV): -1.885
Energy above the lowest of the compared OMol25 structures with the same formula, charge and spin (kcal per mole): 8.57

```
! wB97M-V def2-TZVPD RIJCOSX def2/J DEFGRID3
* xyz -2 1
C 4.570 0.817 -2.837
C 2.684 1.982 -1.014
C -2.779 2.935 -1.478
C -2.351 1.674 -1.047
N -2.132 3.673 -2.371
O 1.368 -4.235 -0.068
H -1.275 -0.016 -1.783
H 1.226 -1.656 3.413
C -4.956 -0.966 0.975
C -2.220 -1.101 1.493
Cl 2.545 4.198 -2.592
H -0.841 1.739 1.644
Pd -0.159 2.010 -0.520
H 3.170 -1.556 1.655
C 4.871 -1.159 -1.248
H -0.227 1.604 3.305
C -4.370 -0.011 1.845
H 0.829 -2.061 1.171
H -4.650 -2.623 -0.471
H 0.725 0.086 1.673
C 3.928 2.065 -3.140
C 4.257 0.102 -1.646
C -0.070 -0.208 2.356
H 0.853 -0.153 4.220
C 3.554 -1.145 0.738
H -2.824 1.736 3.351
H -0.652 3.714 -3.887
N -0.903 -1.227 1.544
H -4.971 0.715 2.457
C -2.251 0.842 3.124
I 0.607 0.887 -4.284
C 3.034 2.559 -2.229
C -2.082 -3.003 -0.278
H 4.216 2.606 -4.063
H -3.465 3.456 -0.827
C -3.006 -0.088 2.150
Cl 5.721 0.216 -3.968
H -2.167 0.335 4.137
C -1.172 3.125 -3.080
O -2.673 -3.660 -1.117
C 0.403 -3.823 -0.742
H -2.827 1.093 -0.220
N 3.094 0.041 0.461
C -4.216 -1.940 0.299
C 0.461 -0.903 3.580
H 4.891 -2.807 0.104
C -0.638 -2.999 -0.031
C -0.825 1.777 -2.974
H -0.289 -1.443 4.206
F -6.308 -0.902 0.796
C -1.381 1.064 -1.852
C -0.826 1.097 2.547
C -2.856 -2.001 0.545
H 5.488 -1.657 -1.985
C 4.484 -1.808 -0.124
O 0.265 -3.999 -1.976
O 1.911 2.488 -0.114
C -0.205 -2.175 0.896
C 3.414 0.687 -0.717
*
```

=====

[2]
Computed, not measured: a single C6H9FN2 molecule at a distorted geometry, with ωB97M-V with the def2-TZVPD basis set.

Properties
Orbital gap (eV): 8.23
LUMO level (eV): 0.940
E_HOMO (eV): -7.290
Energy above the lowest of the compared OMol25 structures with the same formula, charge and spin (kcal per mole): 102.35

```
! wB97M-V def2-TZVPD RIJCOSX def2/J DEFGRID3
* xyz 0 1
H -1.267 -0.512 -2.224
H 2.397 2.407 0.255
H -0.601 -1.127 1.642
C -0.816 0.577 -0.168
N 1.717 1.721 0.157
H -1.537 -2.223 -1.613
H 0.027 -1.439 -1.898
H 0.712 2.533 1.974
H -1.266 1.614 1.680
C 1.755 0.788 -0.790
C -0.756 -1.749 0.820
C -0.547 1.354 0.915
C 0.697 1.861 1.105
C -0.967 -1.320 -1.479
N -0.839 -0.707 -0.209
F 2.816 1.041 -1.641
H -1.661 -2.432 0.937
H 0.136 -2.388 0.539
*
```

=====

[3]
Computed, not measured: 2 unconnected molecules or ions with the total composition C3H10S2 at a distorted geometry, with ωB97M-V with the def2-TZVPD basis set.

Properties
Structure (SMILES): CCS.CS
Orbital gap (eV): 9.87
LUMO level (eV): 0.741
E_HOMO (eV): -9.126
Energy above the lowest of the compared OMol25 structures with the same formula, charge and spin (kcal per mole): 12.10

```
! wB97M-V def2-TZVPD RIJCOSX def2/J DEFGRID3
* xyz 0 1
H 0.459 3.028 0.054
H -2.796 -2.655 -0.948
H -1.573 -0.622 -1.167
S -2.387 -2.349 0.288
H -1.048 -0.373 0.557
H 2.246 1.037 1.526
H 2.141 3.313 0.495
H 0.995 3.054 1.740
H 0.929 0.102 -1.328
C 1.513 1.223 0.743
S 2.072 0.651 -0.901
C -1.841 -0.654 -0.118
H -2.693 0.024 -0.066
C 1.250 2.727 0.730
H 0.611 0.671 1.001
*
```

=====

[4]
Computed, not measured: a molecular structure, C2H7O4P at a distorted geometry, with ωB97M-V with the def2-TZVPD basis set.

Properties
Orbital gap (eV): 10.86
LUMO level (eV): 0.534
E_HOMO (eV): -10.327
Energy above the lowest of the compared OMol25 structures with the same formula, charge and spin (kcal per mole): 30.00

```
! wB97M-V def2-TZVPD RIJCOSX def2/J DEFGRID3
* xyz 0 1
O -1.083 0.192 -1.794
P -0.265 0.387 -0.527
O -1.239 0.985 0.420
H -1.408 -1.916 0.567
H 0.119 -3.024 0.704
O 1.054 1.316 -0.658
H 0.589 2.749 0.643
O 0.377 -1.050 0.073
C -0.455 -2.202 0.202
H -0.650 -2.811 -0.717
H 1.230 1.305 1.405
H 2.290 2.387 0.637
H -1.873 -0.271 -1.496
C 1.315 1.955 0.541
*
```

=====

[5]
Computed, not measured: a molecular structure, C34H33N2NdOP3SeTe at a distorted geometry, with ωB97M-V with the def2-TZVPD basis set.

Properties
Orbital gap (spin up / spin down) (eV): 5.53 / 5.61
LUMO level (spin up / spin down) (eV): -3.595 / -3.518
E_HOMO (spin up / spin down) (eV): -9.125 / -9.128
Energy above the lowest of the compared OMol25 structures with the same formula, charge and spin (kcal per mole): 0.00

```
! wB97M-V def2-TZVPD RIJCOSX def2/J DEFGRID3
* xyz 1 4
P 0.017 -2.136 4.753
C 1.915 3.898 -3.820
H -3.507 5.706 0.296
Nd -1.091 -1.495 1.338
C 5.185 0.213 -0.028
H -3.248 -1.901 -3.151
C -0.037 -2.902 -2.952
C 1.452 5.218 -1.493
C -3.103 5.095 -1.710
H -3.547 5.977 -2.138
H -0.350 -2.909 -3.974
H -4.711 -2.217 0.912
C 3.870 0.191 0.344
C 0.315 1.194 -0.477
H 2.326 -2.710 4.438
H 0.891 -5.078 -0.453
H 1.183 -0.090 5.182
C -2.401 3.835 0.266
Te 1.412 2.671 0.384
C -2.428 -0.432 -1.748
C -2.999 4.959 -0.324
C 3.181 -0.356 -1.912
C 4.501 -0.133 -2.330
P -1.261 1.365 0.257
C -1.808 -4.879 1.848
H 1.560 -3.713 5.662
C -2.401 0.020 -0.413
H 0.118 -0.743 -2.836
C -1.973 2.966 -1.936
O -0.370 -1.418 3.438
C 1.392 -3.293 4.681
C -3.217 -1.577 -2.091
C 0.776 -2.917 -0.292
C 0.635 -4.152 -0.950
C -4.071 -2.170 -1.138
Se -1.905 -6.404 2.645
C -4.137 -1.676 0.177
C 1.690 5.880 -2.685
H 4.695 -0.170 -3.395
H 6.500 0.443 -1.691
P 1.208 -0.205 0.011
H -4.608 -3.101 -1.382
C 1.516 3.822 -1.460
H 1.632 6.967 -2.722
H 1.214 5.742 -0.603
C 0.475 -0.692 5.756
N -1.632 -3.767 1.479
N 1.931 5.229 -3.820
C 0.596 -1.669 -0.918
H 3.656 0.357 1.384
C 0.121 -4.115 -2.264
C 5.508 0.181 -1.374
H 1.175 -2.935 0.724
H -3.692 0.059 1.412
C -1.390 -3.064 5.442
H -2.296 3.720 1.315
H -1.816 0.070 -2.486
C -3.409 -0.499 0.516
H -0.447 -0.115 5.893
H -2.055 -2.398 5.985
H 5.963 0.335 0.737
C 1.724 3.153 -2.697
C -2.651 4.020 -2.512
H 2.134 3.423 -4.771
H 1.237 -4.048 3.901
H -1.039 -3.782 6.171
H 1.648 2.096 -2.719
C -1.916 2.799 -0.540
H -0.101 -5.047 -2.741
H 0.941 -0.997 6.693
C 0.199 -1.693 -2.290
H -1.944 -3.516 4.616
H 2.445 -0.606 -2.683
H -1.434 2.235 -2.580
H -2.817 4.067 -3.594
C 2.877 -0.188 -0.563
*
```

=====

[6]
Computed, not measured: a molecular structure, CH4Br2OSi at a distorted geometry, with ωB97M-V with the def2-TZVPD basis set.

Properties
Orbital gap (spin up / spin down) (eV): 5.91 / 6.56
LUMO level (spin up / spin down) (eV): 0.429 / -3.632
E_HOMO (spin up / spin down) (eV): -5.482 / -10.193
Energy above the lowest of the compared OMol25 structures with the same formula, charge and spin (kcal per mole): 56.14

```
! wB97M-V def2-TZVPD RIJCOSX def2/J DEFGRID3
* xyz 0 3
H 0.316 -2.480 0.666
O -0.673 -0.661 0.044
H -2.042 0.795 -0.768
H 1.086 0.095 1.750
H 1.984 -0.892 -0.165
Br -0.113 0.990 -2.201
Si 0.868 -1.015 0.628
Br -0.440 2.237 0.651
C -0.986 0.930 -0.605
*
```

=====

- energy above the lowest of the compared OMol25 structures with the same formula, charge and spin of number 1 (C28H19Cl2FIN3O4Pd)?
  8.57 kcal per mole

=====

- Which formula does entry 4 have?
  C2H7O4P

=====

- Which of these has the lowest energy above the lowest of the compared OMol25 structures with the same formula, charge and spin?
  C34H33N2NdOP3SeTe